No. 1
{"formula": "C8H18N3O3S", "method": "wB97M-V/def2-TZVPD", "elements": ["H", "C", "H", "S", "H", "C", "O", "C", "H", "C", "H", "H", "H", "C", "H", "N", "H", "N", "O", "O", "H", "H", "C", "H", "H", "H", "C", "C", "H", "H", "H", "H", "N"], "coordinates": [[-2.93434, -2.25605, 0.65947], [3.58533, -0.57266, -0.97133], [-2.69720, 1.89605, -0.75528], [-0.67124, -2.31123, -0.44970], [3.41280, 1.32440, 1.96912], [4.21160, 0.21486, 0.10173], [-1.24057, -0.16534, -0.66944], [-4.61903, 2.13109, -0.36975], [4.52262, 1.23928, -0.42523], [-2.21485, -0.52436, 0.04955], [-2.69718, 2.33825, 0.90815], [5.20458, -0.14198, 0.33284], [-0.59081, -4.49667, 0.25585], [-3.26548, 1.67458, 0.07854], [3.27791, -0.34828, 2.27277], [1.38071, 0.41728, -0.05192], [-5.18090, 1.49727, -1.08824], [-3.22054, 0.30031, 0.42995], [0.41313, -2.00589, 0.44106], [-1.06559, -3.92637, -0.27820], [-4.05123, 0.09052, 0.91091], [1.61074, -0.69370, -1.83923], [2.12628, -0.03106, -1.21957], [4.08190, -0.52048, -1.85041], [0.40706, 0.46676, -0.15414], [1.22881, 0.81123, 1.87565], [3.24706, 0.42537, 1.40197], [1.86029, 0.54697, 1.13137], [-5.18276, 2.18178, 0.56820], [2.37225, 0.69619, -1.94046], [-4.68467, 3.10987, -1.00403], [3.44801, -1.57664, -0.86181], [-2.07469, -1.79134, 0.54159]], "forces_ev_per_a": [[-0.8, -1.5, 0.2], [-3.8, 1.1, 1.8], [1.9, -0.3, -1.7], [-1.4, -2.8, 0.7], [0.9, 0.7, 0.2], [0.6, 2.8, 0.8], [-1.1, 1.2, 0.5], [-2.0, 1.5, -0.3], [-1.2, -1.6, 1.6], [0.3, 1.2, 0.6], [-1.9, -1.2, -1.4], [0.0, -0.4, 0.7], [1.9, -1.4, 2.1], [1.7, 2.5, 0.7], [0.4, 0.8, -1.6], [2.0, -0.1, 0.3], [0.8, -0.5, 0.7], [1.2, -0.2, -1.0], [1.0, -0.2, 0.3], [-1.7, 2.6, -2.3], [-0.6, -1.5, 0.9], [-1.5, -1.5, -0.2], [2.6, 0.1, 0.0], [1.7, 0.7, -2.8], [-2.1, 0.1, -0.4], [-2.2, 0.6, 2.2], [2.3, -1.5, 0.3], [0.8, -0.7, -4.0], [-0.8, 0.5, -0.5], [-0.6, 2.2, -0.3], [0.7, -1.3, 1.9], [0.1, -3.0, 1.4], [0.7, 1.2, -1.2]], "de_lowest_ev": 1.043, "homo_energy_ev": -12.88, "homo_lumo_gap_ev": 9.8, "total_charge": 1, "lumo_energy_ev": -3.1, "energy_ha": -1103.4859}

No. 2
{"formula": "C8H18N3O7P2PbSTe", "method": "wB97M-V/def2-TZVPD", "elements": ["Te", "H", "P", "H", "C", "H", "P", "S", "H", "C", "O", "C", "N", "Pb", "H", "C", "N", "N", "C", "H", "H", "O", "O", "H", "H", "O", "H", "H", "H", "C", "H", "C", "H", "H", "O", "H", "O", "H", "C", "O", "H"], "coordinates": [[-0.47788, 1.40384, -4.06322], [-0.72520, -0.58508, 2.49942], [2.15027, 0.69753, 0.98662], [-2.57711, -0.18816, 1.26171], [2.65747, 4.01391, -5.43308], [-1.93089, -3.19032, 3.25931], [-0.11153, 1.19460, -0.71627], [0.06351, 4.33073, -5.85030], [-3.27009, -0.97454, 2.63208], [-2.56271, -1.09321, 1.79739], [3.50678, 1.50110, 1.36343], [0.21410, -3.03458, 3.58837], [-1.22988, -1.46297, 2.26786], [0.61597, -2.07604, 0.59268], [-0.76545, 2.06229, 1.19544], [-3.19435, -2.12168, 0.80746], [-2.29476, -2.57182, -0.27426], [1.34178, -2.29633, 2.99128], [-1.16512, -2.38379, 3.43764], [1.38011, -1.35771, 3.37669], [-1.52530, -1.86069, 4.35920], [2.56297, -0.66346, 0.41254], [-1.15203, 1.62654, 0.41963], [-4.06208, -1.58656, 0.33406], [0.13169, -4.06490, 3.15248], [1.37934, 1.55237, -0.22459], [-3.67893, -2.95350, 1.38162], [0.42073, -3.19522, 4.68011], [1.92629, 5.68259, -6.76471], [0.61510, 2.97543, -4.83721], [4.04646, 1.84519, 0.59503], [1.73266, 4.80113, -6.08445], [3.75392, 4.17943, -5.40520], [2.24115, -2.82613, 3.14865], [1.21584, 0.74925, 2.15483], [-2.26871, -1.85440, -1.04003], [-0.22276, -0.33936, -0.80960], [-2.77115, -3.45281, -0.64099], [1.98344, 3.00569, -4.69638], [-0.50283, 2.05410, -1.92316], [2.54921, 2.45754, -3.93208]], "forces_ev_per_a": [[0.2, 1.0, 1.1], [-0.4, -0.6, 0.0], [1.0, -0.3, 0.5], [0.7, 1.3, -0.4], [-0.6, 0.5, 0.1], [0.8, 0.7, 0.1], [-0.3, -1.8, 0.8], [1.7, -0.9, 0.5], [0.2, 0.0, 0.0], [-1.1, -2.0, -0.1], [-0.6, 0.5, -1.8], [0.1, -1.3, 1.3], [1.2, 0.9, 0.2], [-0.1, -0.4, -0.8], [0.1, -0.1, -0.1], [-1.2, 0.7, 0.3], [-0.9, -1.1, -0.5], [0.3, -0.9, 0.1], [-1.5, 0.2, -0.2], [0.5, 0.1, 0.0], [0.5, -0.3, -0.6], [-1.1, 1.0, 0.5], [0.7, 0.4, -0.1], [0.5, -0.3, 0.7], [0.5, 0.9, 0.1], [-0.2, 0.2, -0.2], [0.9, 0.3, -0.7], [-0.4, 0.0, -0.9], [-0.2, -1.2, 1.0], [-0.2, 0.1, 0.0], [-0.9, -0.7, 1.2], [-0.3, 0.9, -1.0], [-1.0, -0.1, -0.2], [-1.3, 1.1, -0.1], [0.2, -0.6, -0.5], [-0.1, -1.0, 1.0], [0.0, 1.8, -0.4], [1.2, 1.6, 0.2], [1.0, 0.3, 0.6], [0.4, -0.8, -1.0], [-0.5, -0.4, -0.6]], "de_lowest_ev": 0.000, "homo_energy_ev": -11.45, "homo_lumo_gap_ev": 7.3, "total_charge": 1, "lumo_energy_ev": -4.1, "energy_ha": -2548.4160}

No. 3
{"formula": "C8H18N3OS", "method": "wB97M-V/def2-TZVPD", "elements": ["H", "S", "H", "H", "H", "H", "H", "H", "N", "H", "H", "C", "N", "H", "C", "C", "C", "H", "H", "H", "C", "C", "H", "C", "H", "O", "N", "H", "H", "C", "H"], "coordinates": [[4.59411, -0.89646, -1.27869], [-1.93302, -0.52299, -2.23268], [3.59382, 2.40070, -0.87943], [-2.74061, 0.37049, 2.22993], [3.89696, 1.07631, -2.26646], [-1.18058, -1.11210, 3.40459], [-4.38521, -0.10742, -0.76062], [-1.05558, 0.35899, 1.34639], [3.09797, 0.40926, -0.44974], [-1.22214, 0.69625, -2.60007], [-2.25743, -2.34229, 2.62305], [-1.52008, -1.48415, 2.42418], [0.85396, 0.79336, 0.11025], [-0.62054, -2.01975, 2.07623], [-3.76468, 0.43346, -0.04792], [-2.60343, -0.53229, 0.25180], [0.05767, 1.33406, -0.63548], [4.88512, -0.24173, 0.39348], [3.79516, -1.55755, 0.41373], [-4.29239, 0.58980, 0.89484], [4.12990, -0.63119, -0.25636], [2.07111, 0.31431, 0.34655], [-3.34392, 1.32842, -0.39025], [3.27411, 1.45483, -1.38369], [2.25887, 1.73471, -1.74109], [-0.51617, 2.01719, -1.34007], [-1.42862, -0.41723, -0.65729], [2.22625, -0.26937, 1.26450], [-3.00103, -1.64916, 0.20718], [-1.97016, -0.22508, 1.68423], [-0.89942, -1.30338, -2.75110]], "forces_ev_per_a": [[-1.0, 0.1, 1.8], [2.8, 1.3, 0.6], [0.5, -0.9, -0.5], [1.1, -0.4, 0.0], [-0.7, 1.0, 1.4], [-0.3, -0.4, 0.1], [-0.4, 0.7, -0.2], [-1.3, -0.3, 1.4], [0.0, -1.9, 1.6], [-1.4, -1.5, -0.6], [0.6, 1.7, -0.4], [0.1, -0.8, 1.6], [1.6, 0.0, 1.4], [-0.3, 0.5, -0.7], [0.3, -2.5, 0.9], [0.2, -1.6, 1.2], [0.7, -1.9, 0.7], [0.9, 0.6, 0.0], [0.1, 1.9, -2.2], [-0.3, 0.1, -0.4], [0.7, -1.6, 0.3], [-1.3, -0.1, -0.2], [0.2, 1.6, -0.7], [-0.6, 1.1, -2.2], [0.7, -0.2, -0.3], [-1.0, 2.1, -1.3], [-1.1, -0.6, -0.9], [-0.4, 0.1, -0.5], [0.7, 2.1, 0.3], [-0.3, -0.6, -2.4], [-0.8, 0.4, 0.0]], "de_lowest_ev": 3.105, "homo_energy_ev": -11.52, "homo_lumo_gap_ev": 7.1, "total_charge": 1, "lumo_energy_ev": -4.4, "energy_ha": -952.8945}

No. 4
{"formula": "C8H18N3S", "method": "wB97M-V/def2-TZVPD", "elements": ["H", "C", "H", "H", "C", "H", "H", "H", "H", "S", "C", "N", "H", "C", "C", "H", "N", "H", "N", "C", "C", "H", "H", "H", "C", "H", "H", "H", "H", "H"], "coordinates": [[-1.86911, 0.53812, -1.88894], [1.38955, 1.11177, -2.70629], [1.56672, 0.67788, -3.77489], [-2.71038, -0.52646, 2.84773], [-1.96540, -0.62238, 2.05734], [-0.24651, -0.60648, 3.31857], [-1.06594, 0.82088, -3.47782], [2.05299, 1.48774, 0.57970], [1.28432, -0.99855, -1.44988], [-0.90798, -1.77458, -1.28344], [-0.60979, 0.76946, 0.90610], [-1.72719, 0.64109, 1.42281], [-0.45596, 1.74643, 0.45957], [1.89662, 0.66935, 1.32711], [-1.02778, 1.12586, -2.35885], [-1.98519, -1.13352, -0.58596], [0.24846, 0.52547, -2.03212], [2.31635, 0.88689, -2.14086], [0.30791, -1.49844, 1.49666], [0.39851, -0.50687, -1.13454], [-0.67134, -1.26844, 2.56869], [1.92946, 1.11976, 2.32448], [1.34071, 2.18542, -2.98800], [-0.06286, -2.05226, 0.70120], [0.60057, -0.10879, 0.81049], [2.74229, 0.00968, 1.23385], [-0.90476, 2.22681, -2.24286], [-2.24116, -1.24124, 1.24818], [-0.82442, -2.23105, 2.88863], [1.20131, -1.97356, 1.87331]], "forces_ev_per_a": [[0.9, 1.5, -0.2], [1.5, -0.9, -2.0], [-0.5, 0.1, 1.7], [0.1, -0.3, -0.2], [1.2, -0.2, 0.3], [0.4, -0.3, 0.1], [-0.7, 1.2, 1.4], [-0.1, -0.6, 0.7], [1.1, -0.8, 0.5], [-1.1, 0.5, 1.2], [1.9, 1.3, -0.5], [-1.5, -0.2, 0.8], [0.4, 0.1, -0.4], [-0.9, -0.5, -2.0], [0.2, -1.4, -2.2], [1.5, -0.6, -1.1], [0.1, 0.8, 1.3], [-0.5, 0.4, -0.3], [2.6, 1.9, -0.6], [-0.3, 0.8, 0.5], [-0.4, 1.4, 0.0], [-0.7, -0.3, -0.1], [-0.4, -0.4, 1.1], [-0.2, -0.3, 0.3], [-0.1, -0.2, -0.8], [0.5, -0.3, 0.0], [-1.0, -0.8, 0.1], [-1.4, -1.1, -0.4], [-0.9, -2.1, 1.7], [-1.7, 1.1, -0.8]], "de_lowest_ev": 3.424, "homo_energy_ev": -11.75, "homo_lumo_gap_ev": 8.9, "total_charge": 1, "lumo_energy_ev": -2.9, "energy_ha": -877.7065}

No. 5
{"formula": "C8H18N5OReS", "method": "wB97M-V/def2-TZVPD", "elements": ["H", "C", "Re", "H", "N", "H", "C", "H", "N", "H", "H", "C", "H", "H", "C", "H", "H", "H", "H", "N", "H", "H", "N", "H", "H", "C", "C", "O", "H", "S", "C", "C", "H", "N"], "coordinates": [[-0.68322, 2.02471, 2.73642], [-1.35326, 2.36217, 1.94386], [-0.16340, 0.71043, -0.25524], [-0.28063, 4.21083, 1.60381], [-1.71627, 1.16133, 1.10768], [-1.36630, 3.75674, 0.28511], [0.52948, -3.50375, 2.57556], [-2.24397, 2.78010, 2.41155], [0.43617, 2.65536, 0.31212], [3.02876, 0.20904, -0.89188], [1.34556, -3.32645, 3.27475], [2.02731, -1.74648, -0.93550], [0.19684, -3.53498, 0.39084], [1.22348, -2.27115, -1.45510], [2.27272, -0.33846, -1.45302], [-2.58092, 1.35517, 0.59726], [0.75172, 3.21730, -0.48300], [1.83831, -4.00719, 0.90473], [-0.30667, -2.84725, 2.80908], [-3.53372, 0.51333, -6.01621], [0.19301, -4.53114, 2.71237], [2.94565, -2.33522, -1.03018], [-2.31479, 0.71768, -3.88343], [2.58867, -0.38015, -2.49756], [-1.93864, 0.37279, 1.71857], [0.98128, -3.35853, 1.12890], [-1.73782, 0.81201, -2.87869], [0.34632, -0.76440, 0.85021], [1.35585, 0.31126, -1.55752], [1.66656, -1.72845, 0.82157], [-0.68218, 3.36947, 1.04053], [-2.96645, 0.61103, -5.01893], [1.25981, 2.60938, 0.92277], [-1.11929, 0.91350, -1.79142]], "forces_ev_per_a": [[0.0, 0.0, 0.0], [0.0, 0.0, 0.0], [0.0, 0.0, 0.0], [0.0, 0.0, 0.0], [0.0, 0.0, 0.0], [0.0, 0.0, 0.0], [0.0, 0.0, 0.0], [0.0, 0.0, 0.0], [0.0, 0.0, 0.0], [0.0, 0.0, 0.0], [0.0, 0.0, 0.0], [0.0, 0.0, 0.0], [0.0, 0.0, 0.0], [0.0, 0.0, 0.0], [0.0, 0.0, 0.0], [0.0, 0.0, 0.0], [0.0, 0.0, 0.0], [0.0, 0.0, 0.0], [0.0, 0.0, 0.0], [0.0, 0.0, 0.0], [0.0, 0.0, 0.0], [0.0, 0.0, 0.0], [0.0, 0.0, 0.0], [0.0, 0.0, 0.0], [0.0, 0.0, 0.0], [0.0, 0.0, 0.0], [0.0, -0.1, 0.0], [0.0, 0.0, 0.0], [0.0, 0.0, 0.0], [0.0, 0.0, 0.0], [0.0, 0.0, 0.0], [0.0, 0.0, 0.0], [0.0, 0.0, 0.0], [0.0, 0.1, 0.0]], "s_squared": 0.76, "de_lowest_ev": 0.000, "homo_energy_ev": [-19.44, -20.24], "homo_lumo_gap_ev": [6.9, 7.7], "total_charge": 3, "lumo_energy_ev": [-12.5, -12.5], "energy_ha": -1139.9412, "multiplicity": 2}

No. 6
{"formula": "C8H18NO3PS", "method": "wB97M-V/def2-TZVPD", "elements": ["H", "C", "H", "C", "H", "P", "H", "C", "N", "O", "H", "H", "H", "H", "O", "H", "H", "H", "C", "H", "S", "C", "H", "C", "H", "H", "H", "H", "C", "C", "H", "O"], "coordinates": [[3.34346, 2.65439, 2.27824], [1.52100, 0.36012, -0.68882], [4.04101, -2.26727, -1.49954], [2.12141, -0.71882, -1.21475], [2.03292, 3.34371, 0.37841], [3.95333, -0.90434, -1.48688], [-3.38041, -2.18705, 0.51113], [-2.96852, -1.18141, 0.74838], [-0.17903, -0.08872, 1.60836], [2.30434, 1.37176, -0.17674], [-0.57560, -1.56785, -1.93607], [-4.04659, -0.35424, -1.29985], [4.43464, -0.83284, -0.14333], [0.04086, -1.07842, 1.47023], [-1.50426, 1.65920, 0.36972], [1.66867, -1.53121, -1.69782], [1.69234, 3.16195, 2.77802], [-3.63891, -0.46784, 0.98251], [-2.06809, -0.79240, -0.45628], [-2.87209, 0.92002, -1.23871], [-0.91135, 0.40060, 0.34371], [2.25649, 2.28463, 2.18755], [-0.79368, -2.32240, -0.15572], [-2.96817, -0.11861, -1.41414], [-2.27244, -1.35029, 1.61700], [-1.83055, -2.67298, -1.58911], [0.64155, 2.19896, 0.81346], [-2.78100, -0.30085, -2.39793], [1.72741, 2.40217, 0.74458], [-1.25977, -1.96740, -1.03891], [2.07762, 1.32533, 2.54301], [0.19339, 0.62210, -0.93972]], "forces_ev_per_a": [[-1.4, -1.1, -0.3], [-3.6, 6.4, 3.8], [-0.3, -1.1, -0.2], [6.3, -5.4, -2.7], [-0.2, 0.9, -0.9], [-1.3, 1.7, 0.6], [-0.3, 0.8, 0.2], [4.1, -4.1, -0.1], [-0.9, 0.1, -1.3], [-0.5, -0.1, 0.2], [-0.9, -0.7, 2.5], [0.7, -0.1, 0.4], [-0.1, 0.2, -0.1], [0.2, 0.1, 0.2], [-1.8, 2.9, 0.9], [-1.2, -0.6, -0.3], [0.8, -2.3, -1.0], [-2.4, 2.3, 0.7], [-0.6, -1.0, 0.8], [-0.3, 1.3, -0.1], [2.4, -2.7, -0.7], [0.8, 4.4, -0.5], [1.2, -1.3, 0.1], [-1.6, 0.8, 1.1], [-1.0, 0.1, -0.5], [-1.1, -0.9, 0.3], [0.8, 0.9, -0.4], [1.0, -0.5, -2.8], [-0.4, -2.4, 0.9], [0.9, 2.9, -1.8], [-0.2, -1.5, 1.1], [0.9, -0.2, 0.1]], "s_squared": 2.01, "de_lowest_ev": 1.186, "homo_energy_ev": [-4.68, -9.63], "homo_lumo_gap_ev": [5.3, 7.9], "total_charge": 0, "lumo_energy_ev": [0.6, -1.7], "energy_ha": -1335.3271, "multiplicity": 3}

- Number 5 is which compound?
  C8H18N5OReS